A molecular structure, C15H29BBrIN3OS. Source: OMol25; level of theory: wB97M-V/def2-TZVPD.

ORCA input file:
```
! RIJCOSX wB97M-V def2-TZVPD def2/J DEFGRID3
* xyz -1 1
C -3.920 0.559 -2.184
C -2.449 0.114 -1.794
C -2.116 0.372 -0.273
I -1.248 2.391 0.001
B -1.273 -0.846 0.471
Br -0.495 -0.047 2.213
C -2.312 -2.028 1.006
C -3.135 -2.726 -0.136
C -4.122 -3.811 0.501
N -4.712 -4.589 -0.640
C -0.127 -1.561 -0.453
C 0.837 -0.585 -1.235
C 1.913 0.139 -0.351
C 2.861 0.962 -1.357
C 2.818 2.526 -1.093
C 4.287 3.128 -0.973
C 4.540 3.392 0.585
S 4.865 1.730 1.326
C 3.847 1.520 2.791
N 3.514 0.312 3.300
N 2.789 0.602 4.411
C 2.682 1.917 4.554
O 3.357 2.562 3.515
H -4.628 0.372 -1.337
H -3.892 1.666 -2.382
H -4.212 0.035 -3.131
H -1.762 0.762 -2.408
H -2.263 -0.949 -2.085
H -3.110 0.438 0.262
H -3.040 -1.481 1.682
H -1.763 -2.758 1.658
H -3.814 -2.026 -0.700
H -2.517 -3.261 -0.901
H -4.949 -3.212 0.963
H -3.554 -4.443 1.226
H -4.556 -5.587 -0.486
H -5.728 -4.470 -0.593
H -0.557 -2.268 -1.224
H 0.513 -2.207 0.214
H 1.417 -1.224 -1.970
H 0.323 0.197 -1.847
H 1.494 0.898 0.351
H 2.565 -0.558 0.238
H 3.903 0.555 -1.316
H 2.482 0.812 -2.408
H 2.178 2.800 -0.212
H 2.347 3.016 -1.987
H 4.448 4.047 -1.586
H 5.062 2.363 -1.264
H 3.631 3.867 1.029
H 5.413 4.091 0.687
H 2.167 2.493 5.341
*
```

- Orbital gap: 7.232 eV
- F_max: 3.49 eV/A
- E_tot: -4123.2256 Eh
- HOMO: -4.78 eV

***

A molecular structure, C15H29Cl5NO2P2S4ScSi. Source: OMol25; level of theory: wB97M-V/def2-TZVPD.

ORCA input file:
```
! RIJCOSX wB97M-V def2-TZVPD def2/J DEFGRID3
* xyz 0 1
Sc -0.895 1.610 0.440
C 4.327 -0.010 1.363
C 3.863 0.659 2.651
S 2.490 1.833 2.447
C 1.432 1.320 3.810
C 0.705 -0.023 3.684
S -0.020 -0.456 2.073
C 0.840 -1.977 1.609
C 2.361 -1.974 1.561
S 3.038 -0.794 0.365
H 4.759 0.729 0.689
H 5.108 -0.737 1.596
H 3.552 -0.085 3.384
H 4.712 1.190 3.086
H 2.018 1.301 4.731
H 0.708 2.123 3.910
H 1.368 -0.853 3.931
H -0.115 -0.037 4.401
H 0.491 -2.762 2.283
H 0.458 -2.183 0.611
H 2.783 -1.763 2.542
H 2.682 -2.983 1.294
C -2.369 -2.304 -0.051
P -2.265 -0.611 -0.737
C -4.038 -0.169 -0.708
C -1.987 -0.861 -2.546
C -1.016 -1.986 -2.910
P 0.637 -1.799 -2.110
C 1.436 -0.624 -3.263
C 1.419 -3.368 -2.657
H -3.125 -2.881 -0.586
H -2.653 -2.234 0.999
H -1.415 -2.823 -0.117
H -4.632 -1.001 -1.090
H -4.218 0.703 -1.333
H -4.353 0.077 0.306
H -1.629 0.098 -2.928
H -2.963 -1.043 -3.005
H -0.902 -2.036 -3.997
H -1.419 -2.951 -2.590
H 1.538 -1.056 -4.261
H 2.423 -0.351 -2.887
H 0.844 0.289 -3.337
H 1.311 -3.519 -3.734
H 0.972 -4.214 -2.133
H 2.481 -3.341 -2.410
S -2.148 3.478 4.677
C -1.672 2.700 3.368
N -1.278 2.092 2.434
Cl -3.545 5.327 -0.850
C -3.399 3.843 -1.784
Cl -4.989 3.161 -2.188
C -2.582 2.809 -1.021
O -2.813 2.558 0.188
O -1.644 2.223 -1.620
H -2.894 4.071 -2.716
Cl 0.430 3.829 0.176
Si 1.328 2.196 -1.130
Cl 1.088 3.059 -3.029
Cl 3.380 2.535 -0.879
*
```

- Orbital gap: 8.397 eV
- F_max: 0.18 eV/A
- E_tot: -6421.1555 Eh
- Energy relative to the best compared isomer or geometry (same formula, charge and spin): 1.172 eV
- HOMO: -8.35 eV

***

3 unconnected molecules or ions with the total composition C15H29ClN3O3. Source: OMol25; level of theory: wB97M-V/def2-TZVPD.

ORCA input file:
```
! RIJCOSX wB97M-V def2-TZVPD def2/J DEFGRID3
* xyz 1 1
C 3.917 3.131 2.096
C 3.672 3.729 0.711
O 3.729 2.727 -0.325
C 2.400 4.552 0.580
C 1.154 3.784 0.994
N 0.753 2.847 -0.104
C -0.337 1.947 0.445
O -1.092 1.379 -0.556
C -1.232 2.688 1.440
O -1.276 4.094 1.267
C -0.038 4.731 1.154
Cl 0.225 5.862 2.501
H 3.630 3.810 2.899
H 4.976 2.896 2.212
H 3.379 2.178 2.173
H 4.513 4.406 0.528
H 4.026 1.914 0.103
H 2.299 4.825 -0.479
H 2.529 5.488 1.119
H 1.351 3.222 1.908
H 1.557 2.327 -0.474
H 0.362 3.434 -0.848
H 0.153 1.120 0.981
H -0.513 0.865 -1.130
H -2.240 2.321 1.247
H -1.010 2.398 2.472
H -0.096 5.352 0.253
C -2.655 -2.875 3.043
C -3.051 -3.461 1.693
C -1.961 -3.298 0.626
C -1.737 -1.899 0.273
N -1.569 -0.796 -0.009
H -2.516 -1.793 2.984
H -3.431 -3.067 3.783
H -1.727 -3.320 3.408
H -3.978 -2.998 1.352
H -3.251 -4.526 1.813
H -2.251 -3.845 -0.271
H -1.026 -3.740 0.974
C 0.500 -3.511 -3.614
C -0.490 -4.405 -4.352
C -1.747 -4.707 -3.530
C -1.453 -5.517 -2.349
N -1.220 -6.156 -1.423
H 0.887 -4.002 -2.718
H 1.348 -3.274 -4.254
H 0.029 -2.571 -3.315
H 0.001 -5.336 -4.638
H -0.795 -3.911 -5.276
H -2.469 -5.243 -4.147
H -2.227 -3.775 -3.222
*
```

- Orbital gap: 10.786 eV
- F_max: 3.21 eV/A
- E_tot: -1438.8519 Eh
- HOMO: -13.60 eV

***

A molecular structure, C15H29FeOS. Source: OMol25; level of theory: wB97M-V/def2-TZVPD.

ORCA input file:
```
! RIJCOSX wB97M-V def2-TZVPD def2/J DEFGRID3
* xyz 2 6
C 1.564 2.467 -0.573
H 2.398 3.038 -0.130
H 1.945 2.009 -1.501
H 1.312 1.650 0.153
C 0.374 3.390 -0.837
H -0.480 2.781 -1.156
H 0.077 3.841 0.114
C 0.607 4.491 -1.862
H -0.311 5.068 -2.010
H 1.383 5.192 -1.544
H 0.898 4.088 -2.836
C -0.958 -1.941 0.150
C -1.624 -1.148 -0.847
C -0.658 -0.809 -1.851
C 0.591 -1.427 -1.502
C 0.399 -2.167 -0.281
C 1.368 -3.095 0.334
C 1.841 -1.390 -2.304
C -0.932 -0.041 -3.098
C -3.078 -0.880 -0.896
C -1.635 -2.636 1.253
Fe 0.123 0.019 0.007
H 2.707 -1.679 -1.696
H 1.807 -2.055 -3.181
H 2.021 -0.371 -2.668
H 2.398 -2.830 0.064
H 1.280 -3.087 1.426
H 1.196 -4.128 -0.009
H -2.498 -2.075 1.632
H -2.024 -3.612 0.919
H -0.964 -2.839 2.097
H -3.297 0.003 -1.513
H -3.638 -1.726 -1.330
H -3.470 -0.711 0.112
H -0.115 0.666 -3.286
H -1.023 -0.684 -3.990
H -1.861 0.537 -3.012
C 0.461 -0.874 4.408
S 0.482 -0.260 2.719
C -0.377 1.302 2.961
O 1.916 0.057 2.403
H -0.594 -0.829 4.736
H 1.120 -0.240 5.024
H 0.826 -1.907 4.398
H 0.266 1.877 3.639
H -0.438 1.832 1.990
H -1.388 1.134 3.374
*
```

- Orbital gap (alpha / beta): 8.199 / 6.958 eV
- F_max: 1.97 eV/A
- E_tot: -2325.3694 Eh
- Energy relative to the best compared isomer or geometry (same formula, charge and spin): 0.148 eV
- HOMO (alpha / beta): -15.84 / -16.38 eV

***

2 unconnected molecules or ions with the total composition C15H29IN3O4. Source: OMol25; level of theory: wB97M-V/def2-TZVPD.

ORCA input file:
```
! RIJCOSX wB97M-V def2-TZVPD def2/J DEFGRID3
* xyz 1 1
C 3.131 1.862 0.174
O 4.180 1.062 -0.296
C 3.821 -0.273 -0.578
C 3.099 -0.425 -1.922
C 1.909 -1.405 -1.899
C 0.763 -0.999 -2.844
C -0.474 -0.388 -2.172
C -0.123 0.538 -0.989
N -0.223 -0.324 0.258
C -1.535 -0.196 0.638
N -2.033 -0.860 1.659
N -2.234 0.671 -0.139
C -1.163 1.603 -0.635
C -1.594 2.747 -1.537
C -1.720 2.545 -3.037
C -2.463 3.730 -3.661
I 0.217 2.468 -3.959
H 2.614 2.376 -0.646
H 3.529 2.614 0.847
H 2.388 1.265 0.718
H 4.762 -0.818 -0.590
H 3.225 -0.679 0.248
H 2.733 0.561 -2.216
H 3.813 -0.754 -2.671
H 1.563 -1.556 -0.878
H 2.270 -2.376 -2.235
H 1.145 -0.295 -3.582
H 0.449 -1.881 -3.399
H -1.117 -1.197 -1.832
H -1.031 0.162 -2.924
H 0.868 0.941 -1.168
H 0.422 0.004 0.976
H -1.394 -1.289 2.308
H -3.015 -0.885 1.860
H -2.992 1.084 0.394
H -0.768 2.092 0.264
H -2.582 3.057 -1.185
H -0.923 3.582 -1.353
H -2.267 1.638 -3.277
H -3.434 3.862 -3.188
H -2.561 3.608 -4.734
H -1.884 4.640 -3.501
C -0.710 -4.143 5.008
C -1.750 -3.385 5.812
O -1.144 -2.091 5.947
C -0.248 -1.927 4.956
O 0.284 -0.900 4.679
O -0.071 -3.084 4.274
H -1.131 -4.872 4.323
H 0.036 -4.626 5.638
H -2.694 -3.274 5.275
H -1.943 -3.811 6.791
*
```

- Orbital gap: 9.110 eV
- F_max: 1.28 eV/A
- E_tot: -1351.6435 Eh
- HOMO: -12.01 eV

***

A molecular structure, C15H29N2OSm. Source: OMol25; level of theory: wB97M-V/def2-TZVPD.

ORCA input file:
```
! RIJCOSX wB97M-V def2-TZVPD def2/J DEFGRID3
* xyz 2 6
C 1.840 -1.886 1.011
H 2.105 -2.075 2.070
H 1.897 -2.858 0.481
H 0.791 -1.598 1.031
C 2.786 -0.838 0.423
H 2.348 -0.327 -0.457
H 2.943 -0.033 1.157
C 4.115 -1.476 0.030
H 4.820 -0.715 -0.310
H 4.520 -1.990 0.902
H 3.959 -2.213 -0.759
C -1.745 0.591 -1.663
C -0.487 0.522 -2.370
C 0.045 -0.816 -2.199
C -0.883 -1.569 -1.401
C -1.971 -0.702 -1.042
C -3.202 -1.107 -0.292
C -0.900 -3.061 -1.292
C 1.259 -1.390 -2.858
C 0.317 1.701 -2.790
C -2.478 1.834 -1.287
Sm -0.096 0.415 -0.145
H -1.474 -3.388 -0.418
H -1.361 -3.532 -2.177
H 0.111 -3.467 -1.202
H -3.023 -2.030 0.270
H -3.495 -0.329 0.426
H -4.060 -1.286 -0.962
H -1.808 2.703 -1.208
H -3.219 2.060 -2.063
H -3.026 1.725 -0.338
H 1.364 1.436 -2.994
H -0.109 2.089 -3.725
H 0.295 2.535 -2.054
H 1.733 -2.171 -2.241
H 0.992 -1.862 -3.820
H 2.004 -0.611 -3.068
C -1.264 3.875 3.091
N -0.708 2.710 3.772
C -0.361 1.595 3.119
N 0.181 0.557 3.823
O -0.494 1.498 1.852
H -1.311 3.652 2.017
H -0.626 4.748 3.262
H -2.269 4.088 3.471
H -0.538 2.734 4.776
H 0.302 -0.309 3.317
H 0.179 0.574 4.833
*
```

- Orbital gap (alpha / beta): 8.138 / 8.946 eV
- F_max: 7.17 eV/A
- E_tot: -1431.1494 Eh
- HOMO (alpha / beta): -15.47 / -15.44 eV

***

4 unconnected molecules or ions with the total composition C15H29N4O9. Source: OMol25; level of theory: wB97M-V/def2-TZVPD.

ORCA input file:
```
! RIJCOSX wB97M-V def2-TZVPD def2/J DEFGRID3
* xyz 1 1
N -3.072 -4.036 -3.080
C -3.542 -3.841 -1.696
C -2.330 -3.669 -0.791
N -1.998 -4.813 0.136
C -2.725 -5.178 1.159
N -2.160 -5.259 2.401
N -4.051 -5.510 1.025
H -3.848 -3.951 -3.724
H -2.737 -4.988 -3.183
H -4.157 -4.685 -1.387
H -4.123 -2.924 -1.682
H -1.450 -3.552 -1.412
H -2.413 -2.806 -0.138
H -1.073 -4.585 0.508
H -1.424 -4.571 2.532
H -1.867 -6.179 2.706
H -4.323 -6.367 0.579
H -4.775 -4.871 1.301
C 0.714 0.235 -2.023
C 0.414 -0.137 -0.601
C 1.608 -0.233 0.317
O 1.157 -1.219 1.285
C 0.305 -2.019 0.648
O -0.069 -3.087 1.068
O -0.101 -1.501 -0.506
H 1.127 1.241 -2.074
H 1.430 -0.462 -2.461
H -0.196 0.199 -2.621
H -0.341 0.529 -0.189
H 1.858 0.702 0.800
H 2.491 -0.632 -0.184
C 5.787 1.575 3.769
C 5.307 2.581 2.758
C 4.136 3.436 3.196
O 3.499 3.733 1.940
C 3.753 2.701 1.111
O 3.172 2.495 0.089
O 4.744 1.931 1.593
H 6.183 2.086 4.646
H 4.974 0.918 4.077
H 6.575 0.952 3.348
H 6.136 3.205 2.417
H 4.419 4.353 3.704
H 3.430 2.876 3.814
C -1.716 5.795 -2.617
C -1.852 4.629 -1.675
C -0.587 3.826 -1.448
O -1.120 2.523 -1.147
C -2.299 2.409 -1.807
O -2.858 1.374 -1.986
O -2.727 3.612 -2.219
H -1.035 6.535 -2.200
H -1.336 5.467 -3.584
H -2.682 6.268 -2.784
H -2.279 4.955 -0.723
H 0.030 4.183 -0.629
H 0.018 3.749 -2.355
*
```

- Orbital gap: 8.768 eV
- F_max: 1.78 eV/A
- E_tot: -1484.9793 Eh
- HOMO: -12.07 eV

***

A molecular structure, C15H29N9STb. Source: OMol25; level of theory: wB97M-V/def2-TZVPD.

ORCA input file:
```
! RIJCOSX wB97M-V def2-TZVPD def2/J DEFGRID3
* xyz 3 7
Tb 0.705 -0.427 -0.701
N -0.733 -1.661 3.522
C 0.103 -0.845 2.892
N 0.029 -1.084 1.588
C -0.904 -2.108 1.498
N -1.373 -2.459 2.664
C -1.314 -2.763 0.255
C -2.349 -3.697 0.268
N -2.748 -4.301 -0.839
C -2.122 -4.009 -1.970
C -1.076 -3.093 -1.999
N -0.671 -2.459 -0.892
H -0.904 -1.752 4.517
H 0.739 -0.122 3.378
H -2.848 -3.954 1.195
H -2.455 -4.511 -2.869
H -0.560 -2.874 -2.925
C -4.756 3.502 1.065
C -4.236 2.152 1.547
N -3.480 1.447 0.496
C -2.202 1.579 0.215
S -1.633 0.809 -1.239
N -1.405 2.296 1.013
C -0.071 2.780 0.661
C -0.107 4.036 -0.198
H -5.333 3.973 1.859
H -5.413 3.379 0.204
H -3.944 4.174 0.782
H -5.065 1.503 1.819
H -3.611 2.258 2.434
H -4.038 0.957 -0.189
H -1.874 2.855 1.715
H 0.451 1.974 0.122
H 0.466 2.964 1.591
H -0.610 3.848 -1.147
H 0.902 4.403 -0.391
H -0.643 4.827 0.326
C 3.287 -2.027 -0.013
C 3.645 -0.983 -1.084
C 3.087 -1.432 -2.443
C 5.158 -0.805 -1.158
N 3.007 0.329 -0.628
N 2.490 1.133 -1.732
H 3.855 -2.940 -0.188
H 2.220 -2.315 -0.039
H 3.547 -1.678 0.987
H 3.416 -2.452 -2.634
H 3.459 -0.831 -3.271
H 1.980 -1.431 -2.499
H 5.632 -1.692 -1.578
H 5.576 -0.646 -0.162
H 5.432 0.043 -1.790
H 3.737 0.840 -0.142
H 3.163 1.201 -2.492
H 2.394 2.091 -1.400
*
```

- Orbital gap (alpha / beta): 6.861 / 9.117 eV
- F_max: 0.86 eV/A
- E_tot: -2303.4861 Eh
- Energy relative to the best compared isomer or geometry (same formula, charge and spin): 1.905 eV
- HOMO (alpha / beta): -18.42 / -18.43 eV